1.
Density functional theory data (the ωB97M-V functional and the def2-TZVPD basis) for a cluster of 2 separate species, C4H8N2S in total.

Positions of all 15 atoms, in Å:
C -2.591 -0.521 -0.266
C 0.115 1.259 -0.053
C 1.277 0.383 -0.221
C 1.878 -0.396 0.920
N 0.010 0.010 -0.689
N -2.349 -1.535 -0.857
S -3.279 0.708 0.387
H -0.461 1.462 0.857
H 0.145 2.152 -0.779
H 1.961 0.692 -0.970
H 1.022 -0.411 1.682
H 2.744 0.214 1.320
H 2.113 -1.455 1.021
H -0.208 -0.073 -1.670
H -2.378 -2.489 -0.681

- total charge = 0
- frontier orbital gap (eV) = 9.7824
- multiplicity = 1
- HOMO (eV) = -8.919
- SMILES string = C[C@@H]1CN1.N=C=S
- LUMO energy (eV) = 0.86

2.
Density functional theory data (the ωB97M-V functional and the def2-TZVPD basis) for a structure of composition C7H12O3.

Positions of all 22 atoms, in Å:
O 0.827 0.574 -3.896
C 0.616 0.124 -2.798
H 1.362 -0.491 -2.263
O -1.319 -0.504 -2.555
H -1.295 -1.313 -2.031
O -0.015 1.264 -1.433
C 0.665 1.537 -0.240
C -0.137 2.042 0.921
C 0.504 0.674 0.977
C -0.356 -0.550 0.960
C 0.279 -1.914 1.013
C -0.507 -1.400 2.189
H 1.660 1.948 -0.431
H 0.274 2.851 1.525
H -1.219 2.066 0.774
H 1.401 0.580 1.595
H -1.242 -0.469 0.327
H -0.154 -2.710 0.406
H 1.366 -1.954 1.107
H 0.042 -1.087 3.079
H -1.484 -1.844 2.384
H -1.270 0.578 -1.609

- total charge = 0
- frontier orbital gap (eV) = 9.8755
- multiplicity = 1
- HOMO (eV) = -9.322
- LUMO energy (eV) = 0.55

In order of appearance, relative energy (zero: lowest compared OMol25 entry of this formula, charge and spin) = 304.7 527.7 kJ/mol.
In order of appearance, calculated total energy = -18090.5844 -13590.6050 eV.